A 10-piece molecular cluster, C24H42Cl12F6N4O8 overall in a non-equilibrium geometry, computed with ωB97M-V/def2-TZVPD.

XYZ file:
```
96
Properties=species:S:1:pos:R:3:mulliken_charge:R:1
Cl -3.320 -1.641 1.951 -0.13
Cl -4.623 1.804 4.255 -0.10
Cl -1.603 0.360 -6.510 -0.13
Cl -3.381 -3.663 -0.123 -0.16
Cl -7.422 -3.687 -0.701 -0.10
Cl -3.533 3.796 6.137 -0.11
Cl -6.850 -1.307 0.906 -0.08
Cl -4.249 -0.476 -5.636 -0.13
Cl -2.114 1.169 5.578 -0.09
Cl -7.651 -1.206 -1.951 -0.13
Cl -1.789 -1.572 -4.464 -0.02
Cl -1.172 -3.600 1.720 -0.15
F -2.565 5.608 0.660 -0.28
F 2.155 1.694 -1.067 -0.26
F 1.223 2.842 0.532 -0.29
F -3.105 3.701 1.479 -0.20
F 2.482 1.164 1.004 -0.17
F -2.610 5.229 2.848 -0.25
O -0.460 -2.647 -1.888 -0.39
O 2.717 -2.602 1.399 -0.62
O 6.191 -0.726 0.526 -0.48
O 5.565 -0.300 -2.928 -0.50
O 0.184 -0.319 0.681 -0.55
O -4.731 6.764 2.208 -0.51
O -0.533 1.305 -0.775 -0.41
O -5.606 4.737 1.630 -0.17
N 0.604 -4.525 -1.141 0.36
N 6.655 1.185 -0.562 0.25
N 3.482 -1.260 -2.933 0.20
N 3.692 -1.399 3.082 0.18
C 3.700 -2.093 1.931 -0.35
C -4.617 5.635 1.834 0.20
C -7.818 -2.035 -0.432 0.01
C -1.924 0.717 -0.931 0.82
C -2.318 -2.596 0.861 1.34
C 7.445 1.831 -1.626 -0.92
C 2.409 -1.046 3.698 -0.89
C 0.431 -3.185 -1.243 0.39
C -2.576 -0.991 -5.959 -0.10
C 6.732 -0.122 -0.360 -0.03
C 4.894 -0.697 3.490 -0.71
C 2.253 -1.331 -3.614 -0.80
C 3.470 -1.352 -1.425 0.95
C -2.931 1.684 -1.432 -1.21
C 4.620 -0.833 -3.526 -0.08
C 1.752 -5.150 -0.466 -0.71
C -3.636 2.062 5.748 -0.04
C -7.881 4.148 1.522 -1.06
C 0.276 0.719 0.083 0.58
C 1.540 1.614 0.100 0.88
C -3.197 4.994 1.693 0.93
C 5.868 1.976 0.340 -0.70
C -0.228 -5.439 -1.869 -1.09
C -6.960 5.266 1.928 -0.21
H 5.680 -1.482 3.410 0.36
H 4.647 -2.295 1.504 0.69
H -1.841 -0.072 -1.730 -0.08
H 7.391 -0.614 -1.110 0.38
H -0.424 -6.393 -1.345 0.31
H 4.526 -0.948 -4.630 0.33
H -2.979 2.537 -0.749 0.17
H -8.809 4.295 2.048 0.37
H -7.021 6.179 1.327 0.32
H -8.865 -1.872 -0.207 0.31
H 5.985 3.068 0.118 0.37
H 4.873 -0.460 4.579 0.33
H -1.750 -1.858 0.302 -1.05
H 1.875 -2.295 -3.719 0.16
H 2.220 -5.754 -1.241 0.32
H 2.538 -1.197 4.770 0.37
H -3.956 1.221 -1.468 0.35
H 6.921 1.866 -2.610 0.27
H 1.161 -2.607 -0.663 0.01
H 1.384 -5.793 0.298 0.30
H 7.672 2.875 -1.414 0.36
H -2.183 0.140 -0.047 -0.13
H 1.509 -0.763 -3.017 0.17
H 8.371 1.304 -1.729 0.35
H -6.971 5.466 3.058 0.28
H 1.549 -1.619 3.377 0.20
H -7.412 3.225 1.869 0.27
H 2.284 -4.288 -0.095 0.10
H -1.145 -4.974 -2.135 0.30
H 2.216 -0.008 3.527 0.33
H 6.196 1.687 1.414 0.19
H -8.159 4.132 0.454 0.29
H 5.165 0.144 2.843 0.06
H 0.251 -5.714 -2.832 0.33
H -4.199 1.570 6.506 0.34
H 4.824 1.801 0.113 0.03
H 2.433 -1.232 -1.195 -0.98
H 3.928 -2.328 -1.088 0.28
H 2.395 -0.837 -4.562 0.52
H -2.533 -1.838 -6.675 0.34
H -2.749 2.031 -2.424 0.37
H 4.063 -0.503 -1.089 -0.36
```

DFT total energy   -7882.1049 hartree
Structure (SMILES)   CCOC(=O)C(F)(F)F.CCOC(=O)C(F)(F)F.ClC(Cl)Cl.ClC(Cl)Cl.ClC(Cl)Cl.ClC(Cl)Cl.CN(C)C=O.CN(C)C=O.CN(C)C=O.CN(C)C=O
F_max   3.1 eV Å⁻¹
Frontier orbital gap   9.243 eV



C4H5N5O2S4Tc as an isolated structure in a non-equilibrium geometry, computed with ωB97M-V/def2-TZVPD.

XYZ file:
```
21
Properties=species:S:1:pos:R:3:lowdin_spin:R:1
Tc -0.597 -1.319 -0.924 0.75
S 3.750 -2.121 1.045 0.11
S -0.459 -1.446 1.303 0.08
S 1.664 -1.548 -0.976 -0.11
S 1.692 -2.027 3.265 -0.01
O -2.737 -1.735 -1.072 0.01
O 4.268 -2.530 3.612 0.03
N -0.522 2.750 -1.944 0.00
N -0.934 2.686 -0.691 0.01
N -1.158 3.812 0.029 0.00
N -0.614 0.707 -1.165 0.00
N -0.998 1.514 -0.167 0.01
C 3.432 -2.283 2.826 0.01
C -0.311 1.480 -2.224 0.01
C 1.177 -1.755 1.672 0.01
C 2.138 -1.800 0.635 0.09
H -1.843 3.637 0.752 0.00
H -3.275 -1.801 -1.874 0.00
H 0.049 1.128 -3.178 0.00
H -1.399 4.566 -0.602 0.00
H -3.321 -1.914 -0.321 0.00
```

DFT total energy   -2252.5434 hartree
Energy relative to the best compared isomer or geometry (same formula, charge and spin)   0.00 kJ/mol
F_max   1.8 eV Å⁻¹
Frontier orbital gap (alpha / beta)   5.820 / 5.671 eV
Spin multiplicity   2
Net charge   +2



C28H98Ba2F6N2O26 as an isolated structure in a non-equilibrium geometry, computed with ωB97M-V/def2-TZVPD.

XYZ file:
```
162
Properties=species:S:1:pos:R:3:mulliken_charge:R:1
Ba -3.503 0.910 0.380 1.37
Ba 0.150 2.809 1.146 0.80
F -4.679 0.970 -5.313 -0.31
F -4.445 -1.246 -5.578 -0.29
F -4.049 4.756 3.771 -0.30
F -5.732 -0.523 -4.012 -0.24
F -2.493 4.034 5.119 -0.27
F -4.537 3.595 5.597 -0.27
O 1.003 5.202 -0.061 -0.14
O 5.756 5.626 -2.112 -0.54
O -3.311 0.388 -2.428 -0.61
O -2.125 0.225 -4.301 -0.26
O -0.931 -4.323 2.372 -0.62
O -2.414 2.292 2.800 -0.21
O -1.929 2.992 -0.625 -0.89
O 4.764 -3.169 -0.930 -0.50
O 4.357 2.110 -0.287 -0.47
O 0.128 3.253 4.085 -0.16
O 0.526 -6.072 0.354 -0.58
O 4.594 -2.414 4.574 -0.43
O -0.332 3.983 -4.688 -0.51
O -0.738 -0.013 1.016 -0.87
O 0.835 -0.301 3.250 0.13
O -0.514 -5.560 -4.334 -0.57
O 4.935 -3.504 1.762 -0.57
O -4.167 -3.965 0.311 -0.48
O 2.850 0.992 -3.738 -0.49
O -5.841 -0.305 -0.859 0.26
O 1.574 1.441 -1.030 -0.91
O 2.663 3.008 1.866 0.59
O -4.670 1.926 3.154 -0.06
O -2.013 -0.719 5.721 -0.42
O -4.088 -1.503 1.542 -0.94
O 2.651 -1.536 -5.022 -0.56
N -1.894 -1.624 2.756 0.94
N -0.664 2.147 -2.727 1.98
C -1.558 -0.474 -5.394 0.16
C 3.425 3.965 2.520 -0.80
C 2.727 -2.559 -4.079 -0.17
C 2.917 2.317 -4.181 -0.39
C 0.688 -5.372 -0.858 -0.24
C -3.662 3.683 4.555 0.61
C 4.746 5.609 -1.079 -0.32
C 5.883 -2.793 4.886 -0.78
C 5.900 -2.433 -1.203 -0.63
C -5.391 -4.085 -0.411 -0.37
C 0.915 5.110 -1.474 -0.61
C -1.937 -1.755 6.607 -0.93
C -3.378 -0.287 -3.676 -0.53
C -0.141 -0.408 -0.179 -0.35
C 1.341 0.102 -0.647 0.69
C 3.588 -3.742 1.922 -1.19
C -1.608 3.876 -5.313 -0.62
C -5.932 1.737 3.818 -0.42
C -3.429 2.363 3.752 0.23
C -4.592 -0.267 -4.623 0.66
C -6.796 1.126 2.738 -0.83
C 0.349 -3.796 2.561 -0.72
C -0.152 0.172 -5.514 -0.67
C 0.877 2.757 5.229 -0.70
C 2.265 -0.201 3.287 -0.03
C -7.166 -0.664 -0.754 -0.91
C -1.047 -4.292 -3.989 -0.43
C 5.476 1.559 -0.800 -0.72
H -0.800 3.042 4.214 0.07
H 1.521 3.583 5.531 0.34
H -4.154 -3.099 0.726 0.35
H 3.883 4.994 -1.337 -0.07
H 5.669 0.567 -0.391 0.14
H -0.034 4.989 -1.997 0.32
H -7.324 -1.384 0.049 0.25
H -0.922 -2.136 6.502 0.29
H 0.415 -0.181 2.395 0.02
H -0.125 -1.496 -0.120 0.03
H 1.378 5.941 -2.006 0.52
H 2.944 -0.925 2.837 -0.17
H -1.346 -0.876 2.355 -0.37
H 5.996 -1.616 -0.488 0.10
H 3.648 2.521 -4.964 0.45
H 6.186 -3.805 4.619 0.28
H -1.073 -4.798 1.550 0.26
H 4.356 6.576 -0.762 0.37
H -2.117 -0.308 -6.315 0.35
H 3.706 -2.708 -3.624 0.12
H -3.255 -1.336 -3.407 0.21
H 0.441 -0.283 -6.308 0.53
H -2.366 4.412 -4.741 0.31
H 2.499 0.716 2.747 -0.06
H 6.776 -3.058 -1.024 0.34
H 6.351 2.206 -0.731 0.26
H 2.073 -2.287 -3.251 -0.12
H 0.238 1.856 -2.378 -0.18
H 1.556 4.313 -1.849 0.01
H 3.230 3.019 -3.407 -0.06
H -1.486 -2.536 2.908 0.39
H -6.871 1.862 1.938 0.25
H 2.601 -0.049 4.313 0.40
H 2.509 1.001 -2.841 0.14
H 1.708 -4.996 -0.940 0.14
H -7.825 0.926 3.036 0.48
H -2.602 -2.602 6.436 0.31
H 0.248 2.382 6.036 0.29
H 3.429 -3.988 2.971 0.72
H 2.733 4.504 3.168 0.22
H -2.770 3.485 -0.557 -0.06
H 4.521 -2.665 3.650 0.27
H -1.152 2.477 -1.907 0.38
H 4.621 -3.340 0.003 0.42
H -5.790 -5.094 -0.311 0.29
H 3.872 4.702 1.853 0.00
H 6.058 -2.037 -2.206 0.33
H 1.904 2.691 -4.330 -0.05
H -5.024 -1.227 1.510 -0.08
H 3.021 -2.938 1.453 0.12
H 3.328 2.571 1.328 0.05
H -1.784 0.049 6.249 0.23
H -6.318 2.687 4.189 0.34
H 0.314 0.041 -4.537 -0.03
H 3.556 1.645 -0.541 0.24
H -0.865 -0.358 -0.993 -0.17
H 0.405 -3.310 3.534 0.50
H 5.355 -4.361 1.659 0.30
H 0.796 6.103 0.196 0.14
H 1.073 -4.611 2.579 0.34
H -3.152 1.679 4.554 -0.19
H 6.663 -2.044 4.744 0.28
H 5.863 -3.001 5.956 0.32
H -0.507 2.785 -3.494 0.20
H 4.125 3.339 3.074 0.34
H -1.226 1.355 -3.005 -0.26
H 0.043 4.724 -5.170 0.31
H -0.262 1.208 -5.837 0.20
H 1.482 -0.493 -1.549 -0.19
H 2.743 -0.694 -4.570 0.45
H -0.249 -3.816 -3.418 0.01
H 5.264 1.468 -1.865 0.21
H -7.798 0.215 -0.629 0.31
H -2.064 -1.564 7.673 0.38
H -1.965 2.851 -5.409 -0.01
H -1.451 -1.545 -5.219 -0.44
H -6.334 0.229 2.325 0.05
H -1.754 4.314 -6.300 0.42
H -1.226 -3.649 -4.850 0.24
H -7.615 -1.130 -1.632 0.30
H 6.527 5.255 -1.677 0.33
H 2.497 -3.576 -4.395 0.34
H 1.543 1.951 4.919 0.05
H 0.727 -3.152 1.766 0.20
H 0.142 -5.422 -5.021 0.31
H -5.591 -0.484 -1.768 -0.05
H 3.348 -4.615 1.315 0.62
H -2.159 -1.319 3.681 0.35
H -1.938 -4.228 -3.365 0.33
H -5.833 1.108 4.703 0.28
H -6.109 -3.456 0.115 0.02
H 2.033 -0.199 0.140 -0.18
H 1.386 -6.055 0.779 0.34
H -5.227 -3.749 -1.435 0.14
H 0.487 -5.995 -1.729 0.33
H 0.166 -4.417 -0.923 0.04
H -2.711 -1.706 2.167 0.10
H 5.193 5.244 -0.155 0.22
```

DFT total energy   -3841.3353 hartree
F_max   4.9 eV Å⁻¹
Frontier orbital gap   7.704 eV